A molecular structure, C40H36CoN6O7S3Sb, computed with wB97M-V/def2-TZVPD.

## Properties
**Energy relative to the best compared isomer or geometry (same formula, charge and spin)**: 4.0343 eV
**M**: 989.66 u
**Highest occupied orbital energy (spin up / spin down)**: -5.150 / -5.163 eV
**Electronic energy**: -5218.7323 Eh

Structure (ORCA input):
```
! wB97M-V def2-TZVPD RIJCOSX def2/J DEFGRID3
* xyz -1 4
H -0.143 -5.765 6.138
C 3.165 -0.417 -3.629
H 4.785 4.423 1.623
C 1.525 5.031 0.988
H -0.428 -0.927 5.067
H -2.226 1.017 0.117
C -0.963 -4.471 -0.227
Sb -0.386 4.150 0.103
C 0.266 -4.743 2.934
C -2.506 3.445 -0.235
H 4.109 -0.853 -3.930
O -3.494 -7.888 -0.528
C -4.298 2.476 -1.526
H 1.578 -2.995 -1.327
H 1.860 -5.581 -1.715
C 0.766 5.274 -4.547
H 0.885 1.888 -4.673
H 2.811 3.341 0.631
N 0.574 -0.459 -0.961
C 3.749 6.234 2.125
C 1.422 6.302 1.534
C 0.212 -5.568 4.024
N -0.002 -2.373 2.270
S -2.308 -8.154 -1.326
C -3.242 3.222 0.923
C -0.430 -3.744 5.526
C -5.015 2.230 -0.364
C -0.487 5.612 -4.054
C 3.845 4.958 1.589
H -2.789 -5.615 -0.052
H -2.237 -0.313 -1.060
C -1.277 -6.699 -1.074
C 2.733 4.349 1.020
C -4.488 2.610 0.863
H 1.036 5.534 -5.562
C 2.564 0.538 -4.436
C 0.796 0.740 -2.866
S 0.502 1.949 0.365
O 2.434 -1.858 3.739
C 0.031 -6.693 -1.545
Co 0.514 -1.622 0.529
C 0.342 -4.470 -0.684
H 2.011 -3.618 0.108
H 4.619 6.699 2.572
H 2.456 7.901 2.524
H 2.022 3.711 -1.821
C 0.065 4.595 -1.937
C -0.834 5.277 -2.753
H 2.643 4.323 -4.120
C 0.837 -5.584 -1.355
C 2.537 6.908 2.099
H -1.987 -1.613 0.625
O 0.740 -0.220 2.975
N -0.675 -1.561 4.322
C 1.381 -0.243 -2.055
C -0.122 -5.074 5.305
H 0.507 -5.111 1.948
H -0.689 -3.381 6.511
H -1.330 0.642 2.285
H -2.435 -0.723 2.618
H -1.335 -3.613 0.316
C 1.319 4.259 -2.439
N -0.407 1.132 -2.243
C -0.028 -3.374 3.133
H 3.094 -1.515 -1.770
H -1.195 6.138 -4.682
C -0.338 0.602 -0.916
S 2.323 -0.760 2.813
O 2.371 -1.175 1.398
C 1.358 1.136 -4.054
O -2.529 -8.161 -2.763
C -0.326 -1.138 2.971
C 2.586 -0.816 -2.423
H -5.045 2.428 1.774
H 0.423 -6.622 3.907
N -1.372 -0.824 0.773
H -4.704 2.184 -2.487
N 1.205 -3.320 -0.438
C -0.394 -2.895 4.433
H -2.506 3.251 -2.384
H 0.408 -7.572 -2.050
H -1.811 5.555 -2.373
C -3.050 3.085 -1.462
H 3.034 0.830 -5.366
C -1.772 -5.585 -0.419
C -1.654 0.179 -0.279
H -5.983 1.748 -0.414
H -0.630 2.114 -2.324
O -1.478 -9.245 -0.841
O 3.058 0.428 3.097
H -2.832 3.503 1.889
H 0.473 6.828 1.523
C -1.470 -0.434 2.198
C 1.669 4.600 -3.738
*
```

=====

A molecular structure, C40H37BN8O2PbS2, computed with wB97M-V/def2-TZVPD.

## Properties
**Energy relative to the best compared isomer or geometry (same formula, charge and spin)**: 0.9173 eV
**M**: 943.94 u
**Highest occupied orbital energy**: -12.956 eV
**Electronic energy**: -3148.5899 Eh

Structure (ORCA input):
```
! wB97M-V def2-TZVPD RIJCOSX def2/J DEFGRID3
* xyz 2 1
N 0.150 1.118 2.725
C 2.821 -0.814 -1.299
H -3.851 -0.260 -0.714
C 0.555 3.522 -2.144
O -1.389 -1.296 -1.052
C 0.804 1.824 4.687
C -4.186 -0.666 -1.637
H 1.624 3.333 -2.127
H -2.306 -2.850 1.354
C 2.204 4.742 1.793
H 3.420 6.340 2.780
H 2.288 -2.647 -4.684
H 3.550 -3.724 -2.811
C -3.439 -1.709 -2.202
H 1.567 -7.321 -2.157
C 0.679 -7.068 -1.627
H 0.904 -7.054 -0.558
C -3.212 0.394 3.156
N -1.557 -3.350 -1.912
C -0.072 3.219 -3.382
H 5.327 1.936 2.909
H -5.709 0.696 -1.689
C 3.429 5.258 2.575
C -0.828 0.840 3.601
H -2.091 3.462 -4.358
S -1.977 -6.938 -1.401
H 1.407 6.382 0.510
C -4.259 -0.402 2.589
C -5.337 -0.194 -2.167
H -0.516 -8.903 -1.716
H 3.561 4.808 3.573
B 2.364 2.278 2.629
H -6.684 -0.434 -3.842
O -3.101 -3.227 -3.975
H 0.509 2.853 -4.225
H -5.266 -0.235 2.783
N 1.054 3.157 0.798
N 2.297 0.650 0.612
H 1.856 0.853 -2.237
N 2.933 1.101 1.727
C 4.322 -0.287 0.686
Pb 0.031 1.202 0.316
C -1.590 -1.231 2.383
C 3.250 -2.159 -1.489
C -1.379 4.372 -1.190
C -1.879 -0.002 3.035
C -0.048 4.142 -1.066
C -1.297 -5.477 -1.625
N -2.144 -4.315 -1.425
H -1.943 4.904 -0.393
C -3.887 -2.316 -3.387
S 0.347 -5.306 -1.977
C 4.119 0.549 1.812
H 4.348 4.957 1.974
C 2.365 -2.152 -3.730
C 0.736 4.286 0.168
H 2.733 1.978 5.653
H -3.141 4.260 -2.341
H 1.279 2.354 6.749
H 5.252 -0.724 0.407
H 1.731 3.487 5.656
C 1.715 2.429 5.734
H 1.516 -0.255 -4.367
H -0.932 1.097 5.764
C -5.113 -1.868 -3.944
C -1.435 3.504 -3.460
C -3.949 -1.569 1.857
C 3.061 -2.766 -2.692
C -2.042 4.027 -2.334
C 3.129 -0.146 -0.028
C 2.057 -0.210 -2.319
H -0.710 -7.905 -3.141
C -2.132 -2.000 -1.656
C -2.631 -1.947 1.830
C -5.791 -0.809 -3.345
C 5.155 0.835 2.877
H -5.497 -2.345 -4.878
C -0.605 -7.835 -2.064
C -0.494 1.340 4.834
C 1.906 -0.868 -3.559
H -4.799 -2.252 1.521
N 1.890 3.414 1.781
H 6.043 0.374 2.594
H 3.114 2.523 3.507
H -3.607 1.263 3.688
H -3.281 -3.321 -4.908
H 4.910 0.275 3.804
N 1.157 1.670 3.409
H -0.524 -1.547 2.297
C 1.477 5.352 0.779
H 3.683 -2.654 -0.677
*
```

=====

A molecular structure, C40H37BrF4N2O3PRh, computed with wB97M-V/def2-TZVPD.

## Properties
**Energy relative to the best compared isomer or geometry (same formula, charge and spin)**: 0.0980 eV
**M**: 883.52 u
**Highest occupied orbital energy (spin up / spin down)**: -12.023 / -13.758 eV
**Electronic energy**: -5306.4595 Eh

Structure (ORCA input):
```
! wB97M-V def2-TZVPD RIJCOSX def2/J DEFGRID3
* xyz 2 5
H -2.404 5.060 -0.676
H 2.221 -1.642 0.696
C 1.472 -4.474 3.757
H -3.919 -4.259 1.196
H -1.092 3.094 -4.412
P 1.067 -0.178 -1.455
H 6.381 -1.610 -0.267
N -2.639 3.376 0.544
C 3.032 -1.309 0.060
H -0.868 -1.364 2.895
C 0.472 -3.296 -4.830
O -2.465 -1.508 0.838
H 1.383 0.894 4.664
H -1.462 4.676 1.678
C 2.484 -1.906 3.333
H -1.750 3.084 2.412
O -1.924 1.310 1.044
C -0.126 1.681 -3.125
N -4.471 -2.388 0.407
C 1.123 -2.169 3.136
H 3.481 -4.994 4.279
H -2.201 2.130 -1.905
H -3.655 3.932 -1.226
C -3.486 -1.550 0.124
H -0.796 0.874 -3.396
C 1.647 3.729 -2.532
C 0.928 1.449 -2.240
C 5.370 -1.291 -0.477
H -5.930 -1.663 -0.939
C 4.328 -1.717 0.332
C 2.780 -0.481 -1.029
C -2.814 1.616 -1.166
H -4.572 -0.079 -1.022
H 1.699 4.397 1.180
C 0.622 -3.456 3.358
H -5.450 -3.359 -1.184
C 1.042 1.373 2.580
H 2.658 2.314 -1.288
C 5.122 -0.458 -1.562
C 0.188 -1.099 2.773
O -2.547 0.227 -1.301
C 1.124 2.390 1.611
H 2.265 3.114 5.232
C 2.819 -4.203 3.956
C -2.429 2.110 0.222
C -4.327 -3.306 1.534
C 0.107 -2.591 -2.557
C -3.645 -0.653 -1.106
H 2.447 4.866 3.493
H 3.643 0.562 -2.715
H 5.936 -0.129 -2.190
H -3.864 1.823 -1.391
C 1.158 -2.117 -5.077
C -3.192 4.379 -0.353
C -2.198 3.888 1.839
H -3.669 -2.865 2.275
H -0.435 -3.646 3.229
F 1.684 -1.891 -6.265
F 2.024 -0.100 -4.329
H 0.469 4.926 -3.862
C 1.454 1.660 3.905
F -0.666 -4.680 -3.329
C 0.484 0.123 2.306
C -5.639 -2.583 -0.442
H -6.469 -2.893 0.189
H 1.086 -5.467 3.930
Rh -0.655 -0.335 0.326
Br -0.526 -3.099 -0.841
C 2.053 3.894 3.239
H -5.309 -3.472 1.971
C 1.821 2.479 -1.954
H -3.729 -1.284 -1.998
H 4.369 -2.718 3.933
H -3.055 4.299 2.372
C 1.635 3.628 1.939
H 0.761 2.211 0.607
H -3.952 4.946 0.183
C 0.755 -1.372 -2.791
H 2.356 4.517 -2.320
H 4.520 -2.366 1.173
C -0.044 -3.534 -3.557
C 3.829 -0.062 -1.850
C 1.299 -1.183 -4.057
C 3.323 -2.922 3.754
C 0.590 3.957 -3.400
F 0.333 -4.194 -5.780
H 2.869 -0.909 3.172
C 1.951 2.907 4.219
C -0.292 2.928 -3.703
*
```

=====

A molecular structure, C40H37CeN9O8S6Sb, computed with wB97M-V/def2-TZVPD.

## Properties
**M**: 1226.07 u
**Highest occupied orbital energy (spin up / spin down)**: -1.455 / -1.454 eV
**Electronic energy**: -5745.6786 Eh

Structure (ORCA input):
```
! wB97M-V def2-TZVPD RIJCOSX def2/J DEFGRID3
* xyz -2 2
C -5.691 4.039 -5.911
S -0.879 2.105 -0.076
C -5.774 -2.249 -0.465
H -6.085 4.308 -3.826
H 1.292 2.325 -1.647
O 5.301 -3.346 2.726
O 7.097 1.094 -0.733
C 4.632 1.884 -1.814
H -2.914 -1.721 0.820
H 5.349 -1.196 0.638
H -4.526 3.777 -2.073
H 1.018 0.160 -3.107
S 1.002 3.761 3.262
C -4.812 3.552 -6.861
H -2.962 2.521 -7.193
H 1.860 -1.648 -4.988
C -2.629 -4.820 2.125
H -6.115 -0.601 -2.925
C 3.484 -3.106 4.643
C 4.733 0.929 -0.804
H -5.943 1.859 -2.437
C -3.646 2.921 -6.458
C 6.100 0.472 -0.389
H -3.476 -2.823 -2.040
C 1.294 -2.377 5.357
C -3.842 3.193 -2.697
H -4.415 -2.742 -3.550
O -1.067 -1.299 4.731
C -4.208 3.325 -4.152
C -5.155 -0.083 -2.995
C -7.775 -3.749 -1.639
H 3.569 -0.239 0.599
N 2.752 -3.594 6.892
C -1.252 -4.907 2.163
C 3.560 0.509 -0.186
N 1.534 -1.390 -1.730
H -6.612 4.517 -6.221
Ce 0.246 -0.552 0.479
C -5.605 -2.711 -1.764
C -2.417 -2.618 1.188
N -0.154 -1.160 3.918
S 3.035 0.848 3.927
C 3.389 2.397 -2.131
C -0.470 -3.852 1.713
H 4.426 -3.586 4.860
H -8.559 -4.329 -2.107
H -5.032 3.663 -7.915
O 1.817 -1.441 1.879
C 2.281 1.928 -1.445
C 2.506 -3.021 5.623
N 4.266 -2.736 2.433
C 1.413 -0.829 -2.975
C 2.038 -1.877 3.035
C -2.877 -0.394 -2.298
C 1.815 -1.717 -3.921
C -1.009 -2.666 1.180
H -2.826 3.566 -2.543
C 2.292 -3.596 -0.864
H -3.249 -5.632 2.485
H -6.511 -3.813 -3.364
H 2.499 -3.712 -3.641
C 3.260 -2.586 3.373
O 4.119 -2.269 1.276
O -0.298 -0.402 2.907
N -3.873 1.824 -2.247
H 7.052 -0.918 0.715
H -8.825 -3.530 0.214
N -4.116 -0.947 -2.510
C -2.755 0.996 -2.331
H 3.267 3.156 -2.887
C -7.927 -3.297 -0.342
H 5.536 2.207 -2.310
C -6.922 -2.542 0.244
O 3.807 -4.193 7.068
S -1.536 -1.438 -2.104
C -3.348 2.807 -5.114
H 0.543 -2.294 6.127
O 1.897 -3.492 7.761
H -7.036 -2.185 1.256
C -6.621 -3.459 -2.347
N 6.155 -0.639 0.353
S -1.213 1.694 -2.432
H -4.291 -3.577 1.605
H -4.991 -1.653 -0.020
N 2.358 0.989 -0.505
H -2.437 2.325 -4.791
N 2.190 -2.844 -3.238
H -5.315 0.884 -1.081
H 0.609 -3.973 1.796
H -0.776 -5.800 2.550
C -5.148 1.177 -2.127
C -5.395 3.919 -4.563
H 2.746 -4.491 -1.289
Sb 1.451 1.656 2.470
C 1.998 -2.606 -1.920
S -2.320 0.960 0.660
H -4.976 0.206 -4.046
H 2.968 -3.152 -0.126
H 1.366 -3.869 -0.352
C 1.063 -1.807 4.114
C -3.211 -3.663 1.637
C -4.352 -2.367 -2.516
*
```

=====

A molecular structure, C40H37Cl2N7O4S3Tc, computed with wB97M-V/def2-TZVPD.

## Properties
**M**: 944.89 u
**Highest occupied orbital energy (spin up / spin down)**: -7.700 / -7.702 eV
**Electronic energy**: -4426.5837 Eh

Structure (ORCA input):
```
! wB97M-V def2-TZVPD RIJCOSX def2/J DEFGRID3
* xyz 0 4
C -0.905 5.618 -1.255
H -4.985 -4.783 -0.373
C -3.657 -3.107 -0.422
H -3.357 -6.324 -1.433
O 2.095 0.896 -2.717
C 6.524 -1.342 3.729
C -0.680 0.400 4.861
C -1.953 0.725 0.785
H -2.460 -1.265 1.398
H 6.102 -1.180 -1.010
C -5.792 0.730 -3.556
O 2.414 1.234 3.318
C -4.311 2.260 -2.425
H -0.406 2.628 1.476
Cl -3.027 1.848 -6.181
H 7.603 -1.334 3.627
H 0.897 2.426 -4.248
C -5.030 0.873 -4.703
H 4.050 -3.025 5.324
N -0.518 0.531 1.121
C 0.156 1.845 0.962
H 2.236 -2.033 -2.597
H 2.685 -1.356 4.107
H -5.979 1.327 -1.504
C -0.706 0.873 3.562
Cl -3.925 2.989 -0.890
H 6.210 0.306 2.382
H -1.156 6.523 -0.717
H -2.802 5.494 -2.245
C -1.534 3.869 -2.792
H 1.667 3.489 -1.787
C -2.391 -2.653 -0.761
C 5.016 -1.168 -0.960
H -2.083 3.266 -4.661
C 4.527 -2.293 4.682
C -3.937 1.713 -4.698
N 2.516 -0.020 1.230
H -0.917 1.919 3.383
C -3.530 2.468 -3.574
H -5.273 0.336 -5.610
S 0.193 -2.449 1.425
C 0.672 3.917 -1.857
O 0.081 0.449 -1.805
C -0.381 -0.935 5.100
C 4.249 -1.678 -2.014
C 3.763 -1.365 4.002
C -1.473 -3.514 -1.343
S 0.127 -2.928 -1.772
C 5.919 -2.289 4.559
C 0.901 1.072 -2.626
C 0.358 5.049 -1.129
N -2.006 -1.248 -0.642
H 7.629 -3.342 4.961
C -1.827 -4.836 -1.589
H -3.588 -0.650 -1.907
S 3.388 0.775 2.360
O 4.257 1.751 1.760
H -3.691 -0.463 0.402
N 4.499 -0.653 0.123
H -4.378 -2.443 0.035
C 2.899 -1.656 -1.831
H 6.229 -4.003 5.635
H -0.650 1.605 -3.996
C 3.148 -0.604 0.236
C -5.418 1.424 -2.424
C -0.133 -1.308 2.728
N -2.479 3.352 -3.738
C -4.003 -4.430 -0.655
N 2.330 -1.177 -0.710
H -2.007 1.366 -0.095
C -3.089 -5.292 -1.246
C 4.377 -0.433 3.176
C -0.264 3.301 -2.691
C -0.114 -1.782 4.041
C -0.426 0.028 2.497
H -2.086 -1.116 -2.744
H 0.122 -2.825 4.213
H -6.657 0.081 -3.545
H 4.685 -2.072 -2.918
H -2.170 0.443 -1.933
C 0.182 2.099 -3.493
N 6.691 -3.184 5.282
C -1.832 5.039 -2.100
H -1.099 -5.503 -2.032
H 1.100 5.498 -0.482
H 1.158 1.793 1.365
C 5.756 -0.422 3.040
Tc 0.279 -1.041 -0.412
H -0.348 -1.314 6.113
H -0.878 1.074 5.682
H -2.452 1.246 1.605
C -2.616 -0.606 0.545
H 0.185 2.083 -0.096
C -2.498 -0.588 -1.886
*
```

=====

Question: Look up the M of the second one.
Answer: 943.94 u

=====

Question: Number 1 is which compound?
Answer: C40H36CoN6O7S3Sb

=====

Question: Number 1 is which compound?
Answer: C40H36CoN6O7S3Sb

=====

Question: Which of these has the highest M?
Answer: C40H37CeN9O8S6Sb